Formula: C27H50N4O10PS
Source: OMol25
Level of theory: wB97M-V/def2-TZVPD

Results
Net charge: +1
Calculated total energy (a.u.): -2769.52339
Highest occupied orbital energy (Ha): -0.4067
LUMO energy (eV): -2.742

```
93
Properties=species:S:1:pos:R:3:lowdin_charge:R:1
C 4.62365 -5.49663 2.08733 -0.10
C 3.26720 -4.98743 2.58184 -0.22
C 2.43470 -4.48240 1.41956 -0.22
O 1.11064 -4.12537 1.83172 -0.10
C 0.83490 -2.78515 1.93323 -0.16
N -0.13952 -2.39757 0.84099 0.01
C 0.05254 -3.04014 -0.47266 -0.10
C -0.09571 -2.04300 -1.61380 -0.27
C 0.27548 -2.68714 -2.96084 -0.16
C 0.00207 -4.18368 -3.09889 -0.27
C -1.49012 -4.52673 -3.09507 -0.56
S -2.29640 -4.22149 -4.69517 0.73
C 0.80616 -0.84679 -1.27153 -0.33
P 1.22299 0.50144 -2.49417 1.06
C -0.20244 0.58860 -3.66653 -0.38
C -0.02866 0.01081 -5.08618 -0.14
C 2.67032 -0.14109 -3.41733 -0.41
C 3.08854 0.92062 -4.46148 -0.15
N 0.16779 -0.19194 -0.09391 0.02
N 0.72654 0.96790 0.48433 0.04
C 0.04969 2.19415 0.12869 -0.48
C 0.27122 3.35282 1.06451 0.01
O -0.71511 2.20894 -0.78843 0.09
C 2.16028 0.91006 0.62879 -0.43
C 2.94111 2.16449 0.38639 0.02
O 2.63952 -0.14971 0.92679 0.11
C -0.39807 -1.04645 0.81322 -0.24
N -1.24761 -0.62294 1.71581 0.18
C -1.82377 0.70367 1.91908 -0.10
C -2.75075 1.10250 0.78276 -0.22
O -3.91143 0.28561 0.91042 -0.06
H 5.37547 -5.46167 2.87397 0.07
H 4.99961 -4.88157 1.26381 0.07
H 4.54712 -6.51778 1.71214 0.08
H 3.40294 -4.19030 3.31650 0.11
H 2.71279 -5.80350 3.04965 0.12
H 2.92446 -3.62660 0.93771 0.12
H 2.33124 -5.27050 0.66731 0.13
H 0.33417 -2.59067 2.88548 0.14
H 1.73624 -2.16857 1.86492 0.12
H 1.04928 -3.48046 -0.52971 0.12
H -0.66833 -3.85390 -0.54690 0.13
H -1.13129 -1.67929 -1.66404 0.15
H -0.30669 -2.20573 -3.74838 0.09
H 1.32607 -2.49118 -3.16884 0.10
H 0.40340 -4.48577 -4.06975 0.11
H 0.53999 -4.78402 -2.35995 0.11
H -1.63059 -5.58668 -2.88174 0.07
H -2.03574 -3.98686 -2.31960 0.06
H -2.87463 -3.05413 -4.39173 -0.16
H 1.78477 -1.26708 -1.00361 0.12
H -0.45817 1.64680 -3.72006 0.07
H -1.05395 0.11305 -3.17134 0.07
H -0.91588 -0.54772 -5.38900 0.07
H 0.11624 0.80383 -5.81838 0.08
H 0.80872 -0.68128 -5.16221 0.05
H 2.53570 -1.10869 -3.89873 0.05
H 3.45864 -0.24828 -2.66763 0.08
H 2.30712 1.66503 -4.63507 0.05
H 3.97616 1.46196 -4.13724 0.07
H 3.29284 0.45600 -5.42483 0.08
H -0.69403 3.83728 1.21207 0.10
H 0.68233 3.03986 2.02359 0.09
H 0.94978 4.08306 0.62432 0.09
H 2.62266 2.64978 -0.53535 0.09
H 2.84841 2.83890 1.24267 0.07
H 3.99009 1.88244 0.32929 0.11
H -1.56434 -1.35777 2.33347 0.17
H -2.44365 0.62470 2.81239 0.14
H -1.05460 1.44289 2.13576 0.11
H -2.28077 0.97079 -0.19213 0.10
H -3.00461 2.16031 0.90652 0.13
H -4.29637 0.15160 0.03880 0.10
C 1.71728 7.17711 2.82103 -0.10
C 2.86895 7.63249 3.70097 -0.10
O 3.47068 6.38515 4.07379 0.07
C 3.16037 5.46040 3.15158 -0.57
O 3.64666 4.37550 3.07821 0.15
O 2.21128 5.93133 2.30321 0.03
H 1.49358 7.84916 1.99810 0.13
H 0.81099 6.97946 3.39486 0.13
H 3.60488 8.22178 3.15356 0.14
H 2.56103 8.16660 4.59435 0.14
C -7.41347 0.59693 2.68206 -0.12
C -6.49658 1.79912 2.53251 -0.12
O -7.26698 2.66128 1.69288 0.05
C -8.58028 2.33569 1.82001 -0.57
O -9.47965 2.96750 1.37903 0.18
O -8.70586 1.18208 2.52132 0.06
H -7.35384 0.10893 3.65082 0.13
H -7.26166 -0.13996 1.89067 0.13
H -6.32183 2.30174 3.48608 0.13
H -5.55388 1.57354 2.04139 0.10
```